No. 1
{
  "formula": "C19H18MgNOS",
  "method": "ωB97M-V/def2-TZVPD",
  "homo_lumo_gap_ev": [3.53, 4.88],
  "homo_energy_ev": [-0.80, -2.12],
  "total_charge": -1,
  "symbols": ["C", "C", "C", "H", "C", "C", "H", "H", "H", "H", "C", "C", "C", "H", "C", "C", "H", "H", "H", "H", "Mg", "O", "C", "C", "H", "H", "H", "H", "C", "C", "C", "H", "C", "H", "C", "H", "C", "H", "S", "C", "N"],
  "positions_angstrom": [[0.799, -2.220, 2.046], [-0.663, -2.566, 1.980], [-0.962, -2.774, 0.565], [-1.225, -3.003, 2.798], [0.209, -2.541, -0.174], [1.288, -2.240, 0.677], [2.330, -2.155, 0.392], [1.418, -2.350, 2.928], [-1.913, -3.128, 0.187], [0.296, -2.685, -1.243], [-1.068, 2.582, -0.021], [-0.982, 2.482, 1.381], [0.372, 2.437, 1.735], [-1.834, 2.557, 2.090], [1.137, 2.502, 0.568], [0.258, 2.598, -0.534], [0.537, 2.792, -1.593], [-1.991, 2.779, -0.604], [0.762, 2.468, 2.779], [2.246, 2.623, 0.524], [-0.062, 0.534, 0.101], [-0.008, -0.415, -2.304], [-1.398, -0.631, -2.824], [-0.308, -1.037, -3.769], [-1.900, -1.477, -2.335], [-1.949, 0.278, -3.134], [0.258, -1.989, -3.642], [1.049, -1.971, -5.886], [0.762, -0.916, -6.029], [0.077, -0.270, -4.974], [-0.258, 1.101, -5.121], [-0.731, 1.610, -4.265], [0.060, 1.765, -6.278], [-0.199, 2.818, -6.377], [0.719, 1.109, -7.332], [0.944, 1.644, -8.248], [1.077, -0.242, -7.175], [1.606, -0.747, -7.982], [-0.403, -0.720, 2.297], [-0.225, -0.426, 3.954], [-0.125, -0.173, 5.101]]
}


No. 2
{
  "formula": "C19H18N2O3",
  "method": "ωB97M-V/def2-TZVPD",
  "homo_lumo_gap_ev": 8.04,
  "homo_energy_ev": -8.16,
  "symbols": ["O", "C", "N", "C", "C", "C", "C", "C", "O", "C", "C", "C", "C", "C", "C", "C", "O", "N", "C", "C", "C", "C", "C", "C", "H", "H", "H", "H", "H", "H", "H", "H", "H", "H", "H", "H", "H", "H", "H", "H", "H", "H"],
  "positions_angstrom": [[1.241, 0.075, -2.531], [1.090, -0.415, -1.430], [2.114, -0.704, -0.593], [3.470, -0.290, -0.852], [3.836, 0.943, -0.009], [2.952, 2.168, -0.319], [2.040, 2.271, 0.904], [2.927, 1.666, 1.991], [3.634, 0.617, 1.363], [-0.259, -0.729, -0.857], [-1.193, 0.273, -0.825], [-2.460, 0.026, -0.238], [-3.454, 1.078, -0.179], [-3.425, 2.381, -0.624], [-4.679, 2.937, -0.300], [-5.378, 1.939, 0.315], [-4.651, 0.824, 0.391], [-2.780, -1.140, 0.276], [-1.898, -2.150, 0.222], [-2.286, -3.399, 0.751], [-1.434, -4.466, 0.700], [-0.166, -4.336, 0.114], [0.246, -3.135, -0.400], [-0.599, -2.010, -0.346], [1.919, -0.972, 0.360], [4.148, -1.110, -0.599], [3.552, -0.055, -1.915], [4.899, 1.171, -0.173], [3.569, 3.062, -0.409], [2.399, 2.033, -1.245], [1.141, 1.667, 0.770], [1.747, 3.293, 1.131], [3.632, 2.418, 2.374], [2.373, 1.239, 2.829], [-0.959, 1.243, -1.233], [-2.619, 2.880, -1.121], [-5.014, 3.935, -0.497], [-6.369, 1.912, 0.725], [-3.273, -3.476, 1.180], [-1.735, -5.423, 1.101], [0.486, -5.195, 0.065], [1.215, -3.045, -0.868]]
}


No. 3
{
  "formula": "C19H18N2O4S2",
  "method": "ωB97M-V/def2-TZVPD",
  "homo_lumo_gap_ev": 8.60,
  "homo_energy_ev": -8.24,
  "symbols": ["C", "O", "C", "C", "C", "C", "N", "S", "O", "O", "C", "C", "C", "C", "N", "C", "O", "C", "C", "C", "C", "C", "S", "C", "C", "C", "C", "H", "H", "H", "H", "H", "H", "H", "H", "H", "H", "H", "H", "H", "H", "H", "H", "H", "H"],
  "positions_angstrom": [[-0.894, -4.126, -0.064], [-2.090, -3.653, -0.644], [-2.597, -2.473, -0.206], [-2.145, -1.777, 0.910], [-2.705, -0.554, 1.237], [-3.718, -0.006, 0.463], [-4.206, 1.296, 0.691], [-3.705, 2.422, -0.468], [-3.908, 3.712, 0.120], [-4.332, 2.115, -1.714], [-1.960, 2.032, -0.541], [-1.546, 0.979, -1.335], [-0.278, 0.453, -1.171], [0.575, 0.998, -0.212], [1.842, 0.463, 0.034], [2.241, -0.824, -0.154], [1.539, -1.707, -0.587], [3.686, -1.077, 0.290], [4.576, 0.105, 0.143], [4.987, 0.979, 1.105], [5.798, 2.020, 0.598], [5.983, 1.928, -0.742], [5.176, 0.568, -1.418], [0.170, 2.108, 0.531], [-1.109, 2.608, 0.383], [-4.204, -0.722, -0.627], [-3.653, -1.941, -0.953], [-0.632, -5.020, -0.626], [-1.036, -4.393, 0.988], [-0.090, -3.389, -0.156], [-1.345, -2.165, 1.519], [-2.335, -0.011, 2.097], [-3.997, 1.658, 1.611], [-2.227, 0.576, -2.066], [0.044, -0.390, -1.758], [2.493, 1.073, 0.513], [3.652, -1.387, 1.339], [4.053, -1.922, -0.295], [4.737, 0.875, 2.147], [6.223, 2.796, 1.208], [6.549, 2.573, -1.383], [0.849, 2.552, 1.245], [-1.464, 3.438, 0.973], [-4.989, -0.288, -1.225], [-4.010, -2.502, -1.802]]
}


No. 4
{
  "formula": "C19H18N2O4S2",
  "method": "ωB97M-V/def2-TZVPD",
  "homo_lumo_gap_ev": 7.38,
  "homo_energy_ev": -7.27,
  "symbols": ["C", "C", "C", "C", "C", "C", "C", "H", "H", "C", "C", "S", "C", "S", "N", "C", "C", "O", "O", "C", "H", "H", "C", "O", "N", "H", "C", "C", "C", "C", "C", "O", "H", "H", "H", "H", "H", "H", "H", "H", "H", "H", "H", "H", "H"],
  "positions_angstrom": [[-5.884, -2.324, -0.697], [-4.763, -1.283, -0.473], [-3.518, -1.516, 0.033], [-2.676, -0.667, 0.303], [-2.979, 0.527, -0.082], [-4.309, 0.958, -0.396], [-5.280, -0.059, -0.548], [-6.173, 0.368, -1.243], [-4.530, 2.107, -0.745], [-2.004, 1.727, 0.348], [-2.391, 3.094, 1.067], [-1.077, 4.063, 1.055], [0.021, 2.677, 0.092], [1.558, 3.211, -0.249], [-0.752, 1.743, -0.236], [-0.229, 0.667, -0.754], [0.557, -0.528, 0.024], [0.881, -1.466, -0.398], [0.712, 0.103, 1.178], [1.162, -0.867, 2.292], [0.844, -1.943, 1.838], [0.688, -0.523, 3.307], [2.725, -0.697, 2.252], [3.262, -0.288, 3.309], [3.309, -1.167, 0.862], [2.814, -1.646, 0.333], [4.728, -1.329, 0.817], [4.926, -0.131, -0.430], [5.661, -0.405, -1.349], [5.456, 0.689, -2.228], [4.408, 1.490, -1.738], [4.037, 0.744, -0.666], [3.867, 2.294, -1.929], [5.868, 0.859, -3.248], [6.468, -1.171, -1.617], [5.189, -0.454, 1.739], [5.238, -2.101, 0.492], [-0.912, 0.241, -1.245], [0.606, 1.182, -1.500], [-3.373, 3.276, 1.618], [-1.709, -0.998, 0.930], [-3.584, -2.568, 0.509], [-7.015, -2.069, -0.389], [-5.715, -3.417, -0.304], [-6.113, -2.402, -1.932]]
}


No. 5
{
  "formula": "C19H18N2O4S2",
  "method": "ωB97M-V/def2-TZVPD",
  "homo_lumo_gap_ev": 7.73,
  "homo_energy_ev": -8.33,
  "symbols": ["O", "C", "C", "O", "C", "O", "C", "C", "C", "C", "C", "N", "C", "C", "C", "C", "C", "C", "S", "S", "N", "C", "C", "C", "C", "C", "O", "H", "H", "H", "H", "H", "H", "H", "H", "H", "H", "H", "H", "H", "H", "H", "H", "H", "H"],
  "positions_angstrom": [[-0.201, 1.571, -2.688], [0.968, 1.834, -2.514], [1.452, 2.505, -1.215], [0.787, 1.923, -0.107], [0.880, 0.584, -0.033], [1.550, -0.083, -0.787], [0.091, 0.056, 1.070], [-0.028, -1.261, 1.450], [-0.876, -1.432, 2.544], [-1.407, -0.240, 2.997], [-2.306, -0.087, 4.094], [-2.736, -1.064, 4.812], [-3.582, -0.654, 5.790], [-4.210, -1.477, 6.724], [-5.046, -0.905, 7.658], [-5.267, 0.472, 7.680], [-4.657, 1.308, 6.766], [-3.816, 0.742, 5.823], [-2.915, 1.517, 4.558], [-0.853, 1.106, 2.061], [1.934, 1.638, -3.432], [1.701, 0.832, -4.608], [2.527, -0.460, -4.522], [2.272, -1.399, -5.715], [3.680, -1.756, -6.194], [4.466, -0.517, -5.770], [3.917, -0.143, -4.524], [2.535, 2.400, -1.098], [1.165, 3.558, -1.208], [0.489, -2.053, 0.940], [-1.112, -2.373, 3.005], [-4.030, -2.539, 6.696], [-5.539, -1.530, 8.387], [-5.928, 0.892, 8.424], [-4.827, 2.373, 6.781], [2.905, 1.712, -3.169], [1.993, 1.399, -5.499], [0.634, 0.605, -4.647], [2.314, -0.939, -3.559], [1.694, -2.272, -5.424], [1.728, -0.866, -6.495], [3.733, -1.939, -7.264], [4.054, -2.630, -5.661], [5.531, -0.698, -5.622], [4.338, 0.291, -6.506]]
}


Number 1: F_max 6.2 eV Å⁻¹. Number 2: F_max 1.2 eV Å⁻¹. Number 3: F_max 1.0 eV Å⁻¹. Number 4: F_max 17.8 eV Å⁻¹. Number 5: F_max 1.4 eV Å⁻¹.